Entry 1:
A structure of composition C3H2GaO3. Source: OMol25; level of theory: ωB97M-V/def2-TZVPD.

Computed properties:
* HOMO energy (alpha / beta): -31.14 / -31.59 eV
* net charge: +4
* LUMO energy (alpha / beta): -27.372 / -27.264 eV
* 2S+1: 2
* Kohn-Sham gap (alpha / beta): 3.7710 / 4.3310 eV
* relative energy (zero: lowest compared OMol25 entry of this formula, charge and spin): 0.0000 eV
* electronic energy: -2263.32752 Ha

Last column: natural (NBO) charge in e.
Element x y z (Å)
C: 1.318 1.475 -0.362  0.155
C: 0.073 1.468 -0.120  0.692
O: -0.939 0.754 -0.298  -0.300
C: -0.888 -0.677 -0.216  1.131
O: -1.405 -1.151 0.759  -0.856
O: 0.146 -1.148 -0.787  -0.429
H: 2.224 1.971 -0.015  0.393
Ga: -1.635 -2.452 1.802  2.631
H: 1.106 -0.240 -0.762  0.584

***

Entry 2:
A structure of composition C3H2HgLiO3. Source: OMol25; level of theory: ωB97M-V/def2-TZVPD.

Computed properties:
* HOMO energy (alpha / beta): -6.16 / -6.02 eV
* LUMO energy (alpha / beta): -1.229 / -1.210 eV
* 2S+1: 2
* Kohn-Sham gap (alpha / beta): 4.9352 / 4.8119 eV
* relative energy (zero: lowest compared OMol25 entry of this formula, charge and spin): 2.7581 eV
* electronic energy: -501.95706 Ha

Last column: natural (NBO) charge in e.
Element x y z (Å)
C: 0.507 1.451 1.009  0.177
O: 0.256 2.712 1.191  -0.950
H: 0.773 1.015 -1.105  0.199
Li: -0.025 3.956 2.352  0.962
C: 0.332 0.761 -0.144  -0.164
O: -0.570 -0.318 -0.117  -0.490
C: -0.794 -1.071 -1.182  0.276
O: -0.207 -0.789 -2.265  -0.826
Hg: -1.357 -2.385 -2.629  0.690
H: 1.313 0.958 1.616  0.126

***

Entry 3:
A structure of composition C3H2IN. Source: OMol25; level of theory: ωB97M-V/def2-TZVPD.

Computed properties:
* HOMO energy (alpha / beta): -8.80 / -7.91 eV
* LUMO energy (alpha / beta): -0.582 / -1.658 eV
* Kohn-Sham gap (alpha / beta): 8.2192 / 6.2557 eV
* relative energy (zero: lowest compared OMol25 entry of this formula, charge and spin): 7.6137 eV
* electronic energy: -467.63016 Ha

Last column: natural (NBO) charge in e.
Element x y z (Å)
C: 0.187 1.880 -0.406  0.155
C: -0.868 1.284 -0.706  -0.167
C: 1.169 -0.548 0.407  -0.699
N: 1.327 2.253 -0.031  -0.634
I: 2.575 0.860 0.663  0.950
H: -1.775 1.369 -1.300  0.236
H: 1.582 -1.539 0.885  0.159

***

Entry 4:
A cluster of 2 separate species, C3H2IN3 in total. Source: OMol25; level of theory: ωB97M-V/def2-TZVPD.

Computed properties:
* HOMO energy: -18.26 eV
* net charge: +2
* LUMO energy: -9.605 eV
* Kohn-Sham gap: 8.6582 eV
* relative energy (zero: lowest compared OMol25 entry of this formula, charge and spin): 0.0000 eV
* electronic energy: -576.66421 Ha

Last column: natural (NBO) charge in e.
Element x y z (Å)
C: 0.480 -1.307 -0.011  0.369
C: 2.585 -2.563 0.006  0.619
C: -3.776 1.278 -0.007  0.317
N: -0.501 -0.719 -0.011  -0.072
N: 1.598 -1.981 -0.006  -0.259
N: -3.459 2.388 -0.003  -0.436
I: -4.404 -0.576 0.001  0.607
H: 3.502 -3.130 0.004  0.342
H: -3.237 3.375 -0.002  0.513

***

Entry 5:
A structure of composition C3H2IOP. Source: OMol25; level of theory: ωB97M-V/def2-TZVPD.

Computed properties:
* HOMO energy (alpha / beta): -8.96 / -8.96 eV
* LUMO energy (alpha / beta): -1.601 / -1.600 eV
* Kohn-Sham gap (alpha / beta): 7.3574 / 7.3601 eV
* relative energy (zero: lowest compared OMol25 entry of this formula, charge and spin): 5.1066 eV
* electronic energy: -829.60090 Ha

Last column: natural (NBO) charge in e.
Element x y z (Å)
C: -0.583 -1.243 -0.001  0.033
C: 2.261 1.345 0.007  -0.700
C: -1.363 -0.176 -0.005  -0.456
O: 0.753 -0.935 -0.006  -0.736
P: 0.730 0.750 -0.007  1.142
I: -3.390 0.142 0.004  0.281
H: -0.828 -2.293 0.017  0.233
H: 2.420 2.410 -0.009  0.203

***

Entry 6:
A structure of composition C3H2IrO3. Source: OMol25; level of theory: ωB97M-V/def2-TZVPD.

Computed properties:
* HOMO energy (alpha / beta): -24.29 / -26.30 eV
* net charge: +3
* LUMO energy (alpha / beta): -16.854 / -18.339 eV
* 2S+1: 5
* Kohn-Sham gap (alpha / beta): 7.4309 / 7.9602 eV
* relative energy (zero: lowest compared OMol25 entry of this formula, charge and spin): 0.0000 eV
* electronic energy: -443.88293 Ha

Last column: natural (NBO) charge in e.
Element x y z (Å)
C: 2.390 1.025 0.581  -0.210
C: 2.399 0.262 -0.527  0.797
O: 1.622 -0.390 -1.167  -0.249
C: -0.644 -0.005 0.256  1.153
O: -0.016 0.655 0.991  -0.262
O: -1.654 -0.508 -0.094  -0.705
Ir: -3.439 -0.960 -0.069  1.805
H: 2.362 2.108 0.449  0.335
H: 2.772 0.582 1.503  0.335

***

Please write out number 3 again, unchanged.
A structure of composition C3H2IN. Source: OMol25; level of theory: ωB97M-V/def2-TZVPD.

Computed properties:
* HOMO energy (alpha / beta): -8.80 / -7.91 eV
* LUMO energy (alpha / beta): -0.582 / -1.658 eV
* Kohn-Sham gap (alpha / beta): 8.2192 / 6.2557 eV
* relative energy (zero: lowest compared OMol25 entry of this formula, charge and spin): 7.6137 eV
* electronic energy: -467.63016 Ha

Last column: natural (NBO) charge in e.
Element x y z (Å)
C: 0.187 1.880 -0.406  0.155
C: -0.868 1.284 -0.706  -0.167
C: 1.169 -0.548 0.407  -0.699
N: 1.327 2.253 -0.031  -0.634
I: 2.575 0.860 0.663  0.950
H: -1.775 1.369 -1.300  0.236
H: 1.582 -1.539 0.885  0.159